A cluster of 2 separate species, C3H9O in total in a non-equilibrium geometry, computed with ωB97M-V/def2-TZVPD.

The LUMO energy is 2.97 eV. The value obtained for the relative energy (zero: lowest compared OMol25 entry of this formula, charge and spin) is 0.983 eV. As for the total charge: -1. The calculation puts the gap between HOMO and LUMO at 4.878 eV. The HOMO energy is -1.90 eV.

CARTESIAN COORDINATES (ANGSTROEM)
C: 4.82 0.56 1.17
H: 4.61 1.63 1.33
H: 4.05 -0.02 1.57
H: 4.89 0.46 0.08
H: 5.94 0.23 1.32
C: -3.62 0.00 -0.28
O: -3.43 -0.10 1.07
C: -2.46 -0.62 -1.13
H: -4.59 -0.71 -0.60
H: -3.79 1.05 -0.56
H: -1.51 -0.25 -0.78
H: -2.31 -1.72 -0.96
H: -2.62 -0.50 -2.23

The ion C3H6ClN4 with charge +1 in a non-equilibrium geometry, computed with ωB97M-V/def2-TZVPD.

The LUMO energy is -4.79 eV. The value obtained for the relative energy (zero: lowest compared OMol25 entry of this formula, charge and spin) is 1.670 eV. As for the total charge: +1. The calculation puts the gap between HOMO and LUMO at 8.922 eV. The HOMO energy is -13.71 eV. As for the structure (SMILES): NN1C[NH+]=CN=C1Cl.

CARTESIAN COORDINATES (ANGSTROEM)
C: 0.54 0.43 -1.85
C: 0.65 1.14 0.33
C: -0.63 -0.91 -0.12
N: 1.05 1.18 -0.91
N: 0.06 0.04 0.75
N: -0.27 -0.57 -1.59
N: -0.38 -0.13 2.01
Cl: 0.96 2.32 1.39
H: 1.08 0.37 -2.72
H: -0.38 -1.97 0.09
H: -1.69 -0.68 -0.01
H: -0.78 -0.87 -2.38
H: -0.08 0.70 2.58
H: -0.13 -1.04 2.45